(1)
DFT (the ωB97M-V functional and the def2-TZVPD basis) results for a molecular structure, C54H70BGeN7O2Re.

Properties
Net charge = 0
Orbital gap (spin up / spin down) = 7.2 / 8.3 eV
M = 1118.8 g mol⁻¹
Highest occupied orbital energy (spin up / spin down) = -6.884 / -8.039 eV
Spin multiplicity = 4
LUMO (spin up / spin down) = 0.292 / 0.286 eV

Geometry (Å):
Re (-0.305, -0.626, -0.015)
C (2.958, 3.759, -1.438)
C (2.531, 2.343, -1.639)
C (2.893, 1.480, -2.642)
C (2.228, 0.276, -2.365)
N (1.484, 0.414, -1.267)
N (1.689, 1.689, -0.815)
B (1.383, 2.104, 0.642)
N (1.920, 1.024, 1.590)
N (1.664, -0.300, 1.391)
C (2.418, -0.977, 2.255)
C (3.150, -0.072, 3.043)
C (2.812, 1.180, 2.589)
C (3.306, 2.509, 3.053)
C (2.531, -2.483, 2.373)
C (1.933, -2.934, 3.711)
C (4.027, -2.835, 2.344)
C (1.847, -3.234, 1.239)
N (-0.113, 2.394, 0.869)
N (-1.080, 1.436, 0.797)
C (-2.251, 2.038, 1.057)
C (-2.015, 3.397, 1.311)
C (-0.657, 3.580, 1.188)
C (0.117, 4.844, 1.366)
C (-3.625, 1.396, 1.170)
C (-3.764, 0.084, 0.401)
C (-4.696, 2.367, 0.650)
C (-3.907, 1.142, 2.660)
C (2.343, -0.970, -3.210)
C (3.606, -0.892, -4.076)
C (2.433, -2.233, -2.357)
C (1.126, -1.029, -4.127)
H (3.561, 4.074, -2.288)
H (2.101, 4.429, -1.359)
H (3.551, 3.881, -0.532)
H (3.565, 1.688, -3.454)
H (1.961, 3.122, 0.865)
H (3.845, -0.300, 3.831)
H (3.985, 2.366, 3.891)
H (3.843, 3.035, 2.264)
H (2.488, 3.150, 3.382)
H (2.370, -2.383, 4.545)
H (0.854, -2.777, 3.726)
H (2.128, -3.997, 3.864)
H (4.558, -2.414, 3.198)
H (4.149, -3.919, 2.373)
H (4.497, -2.460, 1.433)
H (0.771, -3.086, 1.257)
H (2.229, -2.921, 0.269)
H (2.042, -4.303, 1.353)
H (-2.735, 4.151, 1.571)
H (-0.567, 5.634, 1.671)
H (0.890, 4.744, 2.127)
H (0.608, 5.155, 0.444)
H (-3.310, 0.143, -0.587)
H (-3.313, -0.742, 0.943)
H (-4.827, -0.138, 0.271)
H (-4.656, 2.452, -0.434)
H (-5.678, 1.979, 0.921)
H (-4.607, 3.362, 1.081)
H (-3.144, 0.504, 3.098)
H (-3.941, 2.080, 3.218)
H (-4.872, 0.643, 2.768)
H (4.490, -0.679, -3.475)
H (3.754, -1.850, -4.574)
H (3.522, -0.126, -4.850)
H (3.354, -2.234, -1.771)
H (1.587, -2.313, -1.679)
H (2.433, -3.113, -3.003)
H (1.032, -0.107, -4.705)
H (1.214, -1.867, -4.818)
H (0.217, -1.140, -3.539)
C (-1.930, -2.386, 4.334)
C (-1.233, -1.194, 4.222)
C (-0.816, -0.739, 2.978)
C (-1.075, -1.445, 1.790)
C (-1.766, -2.657, 1.946)
C (-2.190, -3.119, 3.185)
H (-2.260, -2.744, 5.301)
H (-1.010, -0.610, 5.107)
H (-0.272, 0.197, 2.939)
H (-1.983, -3.266, 1.081)
H (-2.725, -4.059, 3.248)
C (-0.799, -2.186, -0.986)
Ge (-1.827, -2.767, -2.551)
C (-2.751, -1.450, -3.680)
C (-2.308, -0.979, -4.917)
C (-3.074, -0.103, -5.673)
C (-4.313, 0.317, -5.210)
C (-4.772, -0.141, -3.985)
C (-3.998, -1.013, -3.234)
C (-0.658, -4.028, -3.503)
C (0.025, -4.949, -2.704)
C (0.915, -5.861, -3.250)
C (1.135, -5.880, -4.620)
C (0.446, -4.995, -5.434)
C (-0.444, -4.084, -4.878)
C (-3.271, -3.878, -1.816)
C (-4.022, -3.442, -0.726)
C (-5.062, -4.206, -0.217)
C (-5.370, -5.428, -0.797)
C (-4.634, -5.878, -1.883)
C (-3.595, -5.108, -2.387)
H (-0.594, -3.137, -0.473)
H (-1.344, -1.274, -5.302)
H (-2.707, 0.242, -6.631)
H (-4.920, 0.989, -5.805)
H (-5.735, 0.181, -3.609)
H (-4.386, -1.362, -2.286)
H (-0.133, -4.959, -1.632)
H (1.437, -6.557, -2.606)
H (1.832, -6.587, -5.051)
H (0.596, -5.015, -6.506)
H (-0.980, -3.421, -5.543)
H (-3.785, -2.497, -0.254)
H (-5.627, -3.849, 0.635)
H (-6.179, -6.029, -0.402)
H (-4.868, -6.833, -2.337)
H (-3.025, -5.476, -3.233)
O (-2.927, 2.226, -2.033)
C (-1.679, 1.939, -2.367)
O (-1.151, 0.878, -2.139)
C (-0.936, 3.095, -3.032)
N (-1.916, 4.120, -3.419)
C (-2.195, 3.856, -4.839)
C (-0.855, 3.435, -5.440)
C (-0.185, 2.645, -4.305)
H (-0.264, 3.481, -2.259)
H (-1.523, 5.046, -3.303)
H (-3.065, 3.146, -2.376)
H (-2.648, 4.728, -5.307)
H (-2.910, 3.030, -4.896)
H (-0.269, 4.323, -5.689)
H (-0.970, 2.846, -6.349)
H (0.879, 2.851, -4.232)
H (-0.291, 1.569, -4.432)

(2)
DFT (the ωB97M-V functional and the def2-TZVPD basis) results for 12 unconnected molecules or ions with the total composition C54H70BN13O7.

Properties
SMILES = NC[C@@]1(B(O)O)[C@H](CCO)OC(=O)[C@@]1(CC=O)N=C=O.c1cc[nH]c1.c1cc[nH]c1.c1cc[nH]c1.c1cc[nH]c1.c1cc[nH]c1.c1cc[nH]c1.c1cc[nH]c1.c1cc[nH]c1.c1cc[nH]c1.c1cc[nH]c1.c1cc[nH]c1
Net charge = 0
Orbital gap = 8.0 eV
M = 1024.0 g mol⁻¹
Highest occupied orbital energy = -8.158 eV
Spin multiplicity = 1
LUMO = -0.167 eV

Geometry (Å):
N (3.568, -0.458, 0.235)
C (4.045, 0.944, 0.229)
C (2.952, 2.022, 0.315)
B (3.623, 3.450, -0.044)
O (4.978, 3.663, -0.003)
O (2.866, 4.492, -0.471)
C (1.858, 1.737, -0.704)
C (2.123, 1.973, -2.180)
C (2.144, 0.672, -2.965)
O (3.391, 0.020, -2.782)
O (0.736, 2.534, -0.225)
C (0.686, 2.290, 1.121)
O (-0.328, 2.231, 1.730)
C (2.143, 2.118, 1.650)
C (2.468, 3.378, 2.467)
C (1.872, 3.520, 3.851)
O (1.117, 2.763, 4.387)
N (2.161, 0.895, 2.453)
C (3.030, 0.675, 3.268)
O (3.852, 0.466, 4.062)
H (2.579, -0.474, 0.450)
H (3.997, -0.960, 1.002)
H (4.561, 1.104, -0.717)
H (4.795, 1.083, 1.010)
H (5.412, 3.403, 0.810)
H (1.931, 4.268, -0.556)
H (1.523, 0.700, -0.594)
H (1.320, 2.610, -2.554)
H (3.077, 2.466, -2.373)
H (2.075, 0.931, -4.023)
H (1.297, 0.036, -2.700)
H (3.294, -0.748, -2.212)
H (3.550, 3.492, 2.606)
H (2.152, 4.259, 1.906)
H (2.216, 4.436, 4.370)
N (-0.865, -1.222, -4.539)
C (-1.595, -0.338, -3.788)
C (-2.539, -1.052, -3.100)
C (-2.368, -2.421, -3.448)
C (-1.328, -2.493, -4.335)
H (-0.102, -0.976, -5.142)
H (-1.381, 0.717, -3.807)
H (-3.267, -0.641, -2.421)
H (-2.949, -3.253, -3.087)
H (-0.879, -3.335, -4.833)
N (-4.121, 0.340, -5.855)
C (-5.194, 0.328, -5.010)
C (-6.145, 1.169, -5.525)
C (-5.623, 1.711, -6.732)
C (-4.373, 1.177, -6.907)
H (-3.276, -0.184, -5.714)
H (-5.189, -0.276, -4.120)
H (-7.107, 1.374, -5.086)
H (-6.107, 2.410, -7.393)
H (-3.647, 1.323, -7.688)
N (-9.513, 2.602, -10.307)
C (-9.113, 2.885, -11.585)
C (-7.767, 2.648, -11.663)
C (-7.340, 2.203, -10.382)
C (-8.440, 2.185, -9.568)
H (-10.451, 2.688, -9.964)
H (-9.816, 3.228, -12.325)
H (-7.156, 2.777, -12.541)
H (-6.340, 1.927, -10.091)
H (-8.549, 1.912, -8.533)
N (3.087, 7.332, 5.878)
C (3.320, 6.334, 6.786)
C (4.634, 6.411, 7.163)
C (5.215, 7.500, 6.457)
C (4.236, 8.047, 5.673)
H (2.206, 7.515, 5.435)
H (2.534, 5.661, 7.087)
H (5.123, 5.764, 7.872)
H (6.235, 7.843, 6.520)
H (4.258, 8.883, 4.995)
N (1.623, -3.143, -0.547)
C (2.149, -4.202, -1.238)
C (1.105, -4.984, -1.656)
C (-0.095, -4.372, -1.199)
C (0.257, -3.238, -0.519)
H (2.158, -2.410, -0.120)
H (3.211, -4.310, -1.372)
H (1.193, -5.895, -2.225)
H (-1.101, -4.727, -1.349)
H (-0.344, -2.496, -0.021)
N (-4.338, -5.722, -2.977)
C (-4.902, -6.461, -3.981)
C (-6.256, -6.261, -3.934)
C (-6.515, -5.363, -2.862)
C (-5.312, -5.049, -2.291)
H (-3.355, -5.678, -2.775)
H (-4.297, -7.063, -4.637)
H (-6.979, -6.707, -4.597)
H (-7.475, -4.992, -2.542)
H (-5.068, -4.408, -1.461)
N (-4.271, -9.650, -1.269)
C (-3.300, -8.724, -1.523)
C (-2.095, -9.273, -1.171)
C (-2.354, -10.584, -0.685)
C (-3.706, -10.786, -0.759)
H (-5.252, -9.511, -1.433)
H (-3.554, -7.763, -1.931)
H (-1.134, -8.790, -1.250)
H (-1.630, -11.295, -0.323)
H (-4.309, -11.637, -0.494)
N (6.307, 4.755, 10.770)
C (4.973, 4.866, 11.059)
C (4.855, 5.578, 12.221)
C (6.168, 5.911, 12.651)
C (7.042, 5.390, 11.736)
H (6.686, 4.276, 9.974)
H (4.227, 4.433, 10.415)
H (3.930, 5.833, 12.710)
H (6.439, 6.469, 13.532)
H (8.117, 5.415, 11.691)
N (-10.363, -3.869, -2.994)
C (-11.100, -2.992, -2.247)
C (-12.040, -3.714, -1.562)
C (-11.861, -5.082, -1.910)
C (-10.818, -5.143, -2.795)
H (-9.604, -3.615, -3.599)
H (-10.894, -1.936, -2.265)
H (-12.774, -3.310, -0.886)
H (-12.432, -5.921, -1.551)
H (-10.364, -5.981, -3.296)
N (6.269, -5.772, 0.462)
C (6.787, -6.826, -0.241)
C (5.740, -7.594, -0.674)
C (4.543, -6.979, -0.214)
C (4.903, -5.858, 0.483)
H (6.810, -5.048, 0.897)
H (7.849, -6.938, -0.374)
H (5.821, -8.497, -1.256)
H (3.534, -7.320, -0.375)
H (4.306, -5.119, 0.989)
N (8.577, 8.391, 9.103)
C (9.845, 8.436, 8.593)
C (10.173, 9.752, 8.404)
C (9.056, 10.530, 8.818)
C (8.089, 9.660, 9.244)
H (8.077, 7.553, 9.341)
H (10.404, 7.535, 8.409)
H (11.108, 10.117, 8.013)
H (8.975, 11.603, 8.804)
H (7.101, 9.834, 9.634)

(3)
DFT (the ωB97M-V functional and the def2-TZVPD basis) results for 13 unconnected molecules or ions with the total composition C54H70Br2FN12S at a distorted geometry.

Properties
Net charge = -1
Orbital gap = 5.1 eV
M = 1098.1 g mol⁻¹
Highest occupied orbital energy = -3.204 eV
Spin multiplicity = 1
LUMO = 1.851 eV

Geometry (Å):
C (-1.680, -1.097, -0.465)
C (-0.692, -2.097, -0.999)
F (-0.584, -1.868, -2.396)
C (0.651, -1.884, -0.312)
S (0.731, -3.167, 0.968)
C (1.760, -1.995, -1.397)
Br (3.493, -2.589, -0.671)
C (1.853, -0.588, -2.065)
C (2.258, -0.712, -3.549)
Br (3.129, 0.627, -1.193)
H (-1.748, -1.229, 0.607)
H (-2.671, -1.219, -0.913)
H (-1.289, -0.119, -0.700)
H (-1.083, -3.109, -0.853)
H (1.504, -2.547, 1.867)
H (1.534, -2.699, -2.189)
H (0.909, -0.093, -1.967)
H (3.265, -0.348, -3.686)
H (2.274, -1.744, -3.867)
H (1.580, -0.176, -4.198)
N (-1.574, 2.920, -0.079)
C (-2.400, 3.080, -1.156)
C (-3.649, 3.395, -0.689)
C (-3.569, 3.432, 0.731)
C (-2.276, 3.134, 1.073)
H (-0.600, 2.677, -0.126)
H (-2.030, 2.954, -2.159)
H (-4.519, 3.581, -1.295)
H (-4.369, 3.650, 1.419)
H (-1.798, 3.056, 2.035)
N (-4.892, -0.423, 0.946)
C (-4.330, -0.914, 2.089)
C (-5.180, -1.856, 2.604)
C (-6.299, -1.937, 1.733)
C (-6.089, -1.040, 0.718)
H (-4.483, 0.287, 0.360)
H (-3.377, -0.553, 2.436)
H (-5.017, -2.423, 3.507)
H (-7.160, -2.580, 1.843)
H (-6.688, -0.791, -0.142)
N (5.178, 3.273, -2.326)
C (5.288, 4.232, -3.292)
C (6.080, 5.238, -2.797)
C (6.462, 4.864, -1.481)
C (5.884, 3.648, -1.221)
H (4.661, 2.411, -2.402)
H (4.800, 4.117, -4.244)
H (6.356, 6.139, -3.321)
H (7.087, 5.420, -0.803)
H (5.920, 3.020, -0.347)
N (3.909, -3.201, -6.396)
C (4.728, -2.681, -7.361)
C (5.986, -2.578, -6.829)
C (5.921, -3.055, -5.492)
C (4.626, -3.433, -5.256)
H (2.928, -3.383, -6.505)
H (4.348, -2.431, -8.336)
H (6.856, -2.202, -7.341)
H (6.733, -3.115, -4.786)
H (4.156, -3.843, -4.377)
N (8.730, 3.062, -2.932)
C (9.403, 4.086, -3.530)
C (10.638, 3.618, -3.905)
C (10.706, 2.252, -3.519)
C (9.511, 1.945, -2.923)
H (7.799, 3.120, -2.550)
H (8.948, 5.055, -3.638)
H (11.404, 4.190, -4.402)
H (11.533, 1.577, -3.662)
H (9.146, 1.028, -2.493)
N (-4.929, -5.586, 2.821)
C (-5.289, -6.903, 2.918)
C (-4.179, -7.612, 3.292)
C (-3.109, -6.686, 3.426)
C (-3.604, -5.444, 3.130)
H (-5.541, -4.834, 2.559)
H (-6.298, -7.219, 2.714)
H (-4.138, -8.677, 3.450)
H (-2.092, -6.906, 3.703)
H (-3.128, -4.478, 3.108)
N (-8.878, -3.366, -0.785)
C (-9.584, -2.276, -0.355)
C (-10.706, -2.167, -1.134)
C (-10.675, -3.238, -2.068)
C (-9.536, -3.959, -1.827)
H (-8.006, -3.679, -0.396)
H (-9.227, -1.674, 0.464)
H (-11.462, -1.406, -1.044)
H (-11.405, -3.453, -2.830)
H (-9.138, -4.837, -2.305)
N (3.884, 3.375, 2.487)
C (4.338, 3.918, 3.657)
C (4.302, 5.281, 3.527)
C (3.806, 5.570, 2.227)
C (3.556, 4.371, 1.612)
H (3.807, 2.390, 2.298)
H (4.645, 3.292, 4.477)
H (4.599, 5.993, 4.280)
H (3.650, 6.543, 1.792)
H (3.176, 4.142, 0.631)
N (8.555, -2.069, -2.284)
C (8.263, -3.389, -2.081)
C (9.434, -4.036, -1.788)
C (10.473, -3.065, -1.811)
C (9.898, -1.861, -2.118)
H (7.882, -1.361, -2.518)
H (7.253, -3.752, -2.161)
H (9.535, -5.088, -1.578)
H (11.520, -3.232, -1.621)
H (10.327, -0.880, -2.231)
N (-8.022, -0.521, 6.181)
C (-7.215, -1.135, 5.265)
C (-7.418, -2.486, 5.368)
C (-8.394, -2.693, 6.381)
C (-8.749, -1.461, 6.862)
H (-8.077, 0.471, 6.327)
H (-6.568, -0.564, 4.620)
H (-6.925, -3.244, 4.782)
H (-8.791, -3.638, 6.715)
H (-9.452, -1.172, 7.625)
N (7.874, 8.252, -0.306)
C (7.839, 9.288, -1.200)
C (6.844, 10.143, -0.809)
C (6.258, 9.601, 0.367)
C (6.916, 8.435, 0.651)
H (8.506, 7.473, -0.350)
H (8.521, 9.326, -2.032)
H (6.566, 11.055, -1.311)
H (5.445, 10.019, 0.936)
H (6.783, 7.723, 1.448)
N (-11.387, -2.616, 4.636)
C (-12.131, -3.170, 3.633)
C (-13.355, -3.505, 4.150)
C (-13.349, -3.134, 5.521)
C (-12.121, -2.587, 5.789)
H (-10.441, -2.284, 4.547)
H (-11.728, -3.279, 2.640)
H (-14.163, -3.964, 3.606)
H (-14.152, -3.254, 6.229)
H (-11.707, -2.184, 6.696)